ORCA calculation (ωB97M-V/def2-TZVPD) on 10 unconnected molecules or ions with the total composition ClH18O13 in a non-equilibrium geometry.

Summary:
Total charge ... -1
2S+1 ... 1
E ... -1448.9200 Eh
LUMO energy ... 2.739 eV
HOMO energy ... -6.42 eV
HOMO-LUMO gap ... 9.1615 eV

Atoms and positions in Å:
Cl  -0.329  -0.777  1.306
O  -0.094  0.323  0.290
O  -0.241  -0.123  2.646
O  -1.688  -1.380  1.080
O  0.697  -1.881  1.140
O  2.252  0.033  -1.887
H  2.341  -0.049  -0.926
H  1.575  -0.576  -2.119
O  1.937  1.299  2.335
H  2.338  1.829  3.012
H  1.255  0.768  2.728
O  -1.636  1.290  -1.505
H  -1.271  0.825  -0.786
H  -2.596  1.095  -1.605
O  0.602  -2.755  -1.703
H  0.593  -2.745  -0.759
H  1.404  -3.149  -1.986
O  -2.151  1.613  2.011
H  -1.424  2.204  1.900
H  -1.668  0.886  2.438
O  -3.529  -0.633  -0.535
H  -4.337  -0.468  -0.092
H  -2.873  -0.931  0.122
O  2.990  -0.542  0.653
H  2.529  0.070  1.264
H  2.921  -1.474  0.839
O  -0.551  -0.661  -3.041
H  -1.035  -0.028  -2.509
H  -0.299  -1.360  -2.406
O  1.121  2.526  -0.803
H  0.342  3.043  -0.679
H  0.821  1.726  -0.424

---

ORCA calculation (ωB97M-V/def2-TZVPD) on a molecular structure, C3H5EuO3 in a non-equilibrium geometry.

Summary:
Total charge ... +2
2S+1 ... 9
E ... -1052.5245 Eh
LUMO energy (spin up / spin down) ... -8.847 / -9.964 eV
HOMO energy (spin up / spin down) ... -17.23 / -17.00 eV
⟨S²⟩ ... 20.0216
HOMO-LUMO gap (spin up / spin down) ... 8.3828 / 7.0389 eV

Atoms and positions in Å:
H  0.240  1.167  -3.296
O  -0.227  0.335  -1.499
C  0.555  1.069  -2.255
H  0.060  -2.943  1.952
O  -1.075  1.030  -0.740
Eu  -2.325  -0.191  1.063
O  -1.329  -1.644  2.683
C  -0.467  -2.498  2.834
C  1.469  1.901  -1.631
H  -0.365  -2.997  3.811
H  2.232  2.385  -2.238
H  1.231  2.385  -0.684

---

ORCA calculation (ωB97M-V/def2-TZVPD) on 10 unconnected molecules or ions with the total composition C42H111N7O17 in a non-equilibrium geometry.

Summary:
SMILES ... COC[C@H](C)N.COC[C@H](C)N.COC[C@H](C)N.COCCNCCOC.COCCNCCOC.COCCNCCOC.COCCNCCOC.OCCO.OCCO.OCCO
2S+1 ... 1
E ... -3328.6565 Eh
LUMO energy ... 0.348 eV
HOMO energy ... -8.27 eV
HOMO-LUMO gap ... 8.6180 eV

Atoms and positions in Å:
C  4.819  19.856  -27.451
O  4.419  21.063  -28.035
C  3.902  21.015  -29.364
C  3.834  22.445  -29.898
C  3.276  22.577  -31.346
N  5.087  23.144  -29.691
H  5.345  20.128  -26.536
H  5.575  19.446  -28.120
H  4.082  19.061  -27.334
H  4.616  20.439  -29.953
H  3.086  20.307  -29.513
H  3.154  22.939  -29.204
H  3.831  23.317  -31.922
H  2.196  22.702  -31.430
H  3.614  21.629  -31.765
H  5.653  22.947  -30.503
H  5.609  22.549  -29.064
C  8.431  22.948  -26.047
O  8.963  22.047  -27.019
C  9.001  22.610  -28.298
C  9.712  21.700  -29.284
C  11.260  21.521  -29.052
N  9.598  22.130  -30.652
H  7.372  22.972  -26.304
H  8.870  23.945  -26.095
H  8.519  22.617  -25.012
H  8.022  22.772  -28.749
H  9.629  23.497  -28.386
H  9.259  20.712  -29.201
H  11.773  22.482  -29.024
H  11.625  20.784  -29.767
H  11.548  21.111  -28.084
H  9.555  21.307  -31.236
H  10.462  22.551  -30.964
C  11.852  24.587  -34.445
O  10.461  24.588  -34.747
C  10.326  24.901  -36.185
C  8.789  24.836  -36.637
C  8.244  23.451  -36.420
N  8.704  25.051  -38.025
H  12.195  23.717  -35.005
H  11.831  24.358  -33.380
H  12.418  25.503  -34.615
H  10.655  25.939  -36.236
H  10.952  24.362  -36.896
H  8.130  25.472  -36.046
H  8.880  23.080  -35.616
H  8.361  22.720  -37.220
H  7.219  23.427  -36.052
H  7.992  24.512  -38.497
H  8.271  25.963  -38.053
C  8.542  35.042  -34.986
O  8.858  33.931  -34.151
C  9.622  32.934  -34.697
C  9.994  31.842  -33.584
N  8.917  31.681  -32.641
C  7.774  30.786  -33.049
C  8.123  29.340  -32.981
O  8.561  28.989  -34.291
C  8.943  27.598  -34.118
H  9.333  35.769  -35.168
H  7.897  35.676  -34.377
H  8.024  34.903  -35.935
H  10.506  33.226  -35.263
H  8.953  32.489  -35.434
H  10.838  32.375  -33.146
H  10.303  30.876  -33.983
H  8.622  32.643  -32.553
H  7.524  30.961  -34.095
H  6.901  30.907  -32.408
H  7.265  28.789  -32.596
H  8.896  29.183  -32.230
H  9.095  27.146  -35.098
H  8.172  27.063  -33.562
H  9.872  27.379  -33.593
C  5.976  24.037  -22.409
O  5.999  25.297  -22.942
C  5.502  25.446  -24.270
C  5.401  26.943  -24.558
N  6.706  27.609  -24.770
C  7.345  27.201  -26.016
C  6.928  27.980  -27.238
O  7.109  29.361  -26.972
C  6.502  30.228  -27.963
H  4.944  23.821  -22.133
H  6.480  24.152  -21.450
H  6.376  23.320  -23.126
H  4.499  25.049  -24.429
H  6.216  25.090  -25.012
H  4.836  27.467  -23.787
H  4.938  27.007  -25.542
H  6.547  28.530  -25.152
H  7.344  26.132  -26.229
H  8.324  27.677  -25.974
H  5.880  27.748  -27.426
H  7.625  27.737  -28.041
H  6.999  30.215  -28.933
H  6.509  31.239  -27.557
H  5.453  29.939  -28.017
C  4.172  32.677  -40.156
O  4.190  33.466  -38.950
C  3.566  32.871  -37.781
C  4.601  32.082  -36.859
N  3.807  31.224  -35.976
C  4.534  30.982  -34.688
C  3.993  29.713  -34.043
O  4.120  28.458  -34.758
C  5.394  27.904  -34.665
H  4.674  33.105  -41.023
H  3.212  32.262  -40.465
H  4.729  31.777  -39.894
H  2.670  32.297  -38.017
H  3.138  33.585  -37.076
H  5.126  32.833  -36.270
H  5.248  31.654  -37.624
H  3.689  30.335  -36.440
H  4.374  31.878  -34.089
H  5.618  31.023  -34.795
H  2.924  29.786  -33.842
H  4.388  29.701  -33.028
H  5.975  28.695  -35.139
H  5.397  26.995  -35.267
H  5.690  27.698  -33.636
C  10.970  12.762  -31.125
O  10.961  14.187  -31.214
C  9.951  14.924  -30.455
C  10.161  16.483  -30.777
N  9.993  16.483  -32.301
C  10.617  17.765  -32.823
C  9.518  18.817  -32.882
O  10.055  20.178  -33.065
C  9.182  21.043  -33.613
H  11.795  12.391  -31.734
H  10.067  12.341  -31.568
H  10.952  12.351  -30.116
H  10.081  14.641  -29.410
H  8.916  14.630  -30.631
H  11.109  16.966  -30.540
H  9.369  17.086  -30.335
H  10.319  15.655  -32.779
H  10.861  17.623  -33.875
H  11.510  18.182  -32.358
H  8.740  18.698  -32.129
H  9.137  18.639  -33.888
H  9.777  21.934  -33.810
H  8.301  21.292  -33.021
H  8.948  20.658  -34.606
O  10.188  26.451  -29.450
C  10.137  27.671  -30.171
C  11.622  28.144  -30.571
O  12.191  27.213  -31.391
H  9.279  26.145  -29.486
H  9.459  27.609  -31.022
H  9.731  28.448  -29.523
H  12.226  28.487  -29.730
H  11.676  29.007  -31.234
H  12.054  26.396  -30.907
O  3.526  26.752  -30.595
C  2.583  26.822  -29.613
C  3.205  26.611  -28.279
O  3.655  25.333  -27.952
H  3.721  25.817  -30.692
H  2.183  27.820  -29.787
H  1.850  26.018  -29.682
H  2.389  26.736  -27.567
H  3.879  27.447  -28.093
H  4.213  25.015  -28.665
O  7.229  23.598  -31.720
C  7.712  24.890  -32.081
C  6.947  25.989  -31.336
O  6.841  25.770  -29.979
H  8.060  23.148  -31.552
H  8.759  24.999  -31.801
H  7.789  25.036  -33.158
H  5.907  26.181  -31.603
H  7.316  27.010  -31.425
H  6.288  24.995  -29.854

---

ORCA calculation (ωB97M-V/def2-TZVPD) on 9 unconnected molecules or ions with the total composition C54H130N8O20 in a non-equilibrium geometry.

Summary:
Total charge ... +6
2S+1 ... 1
E ... -4075.6417 Eh
LUMO energy ... -11.302 eV
HOMO energy ... -18.66 eV
HOMO-LUMO gap ... 7.3549 eV

Atoms and positions in Å:
C  -19.622  -1.328  -16.777
C  -18.329  -1.662  -16.602
C  -17.757  -2.339  -15.370
O  -16.598  -2.933  -15.256
C  -18.605  -2.495  -14.331
C  -20.017  -2.210  -14.416
C  -20.644  -1.536  -15.728
O  -21.860  -1.351  -15.795
O  -20.764  -2.485  -13.440
O  -17.572  -1.456  -17.704
H  -19.945  -0.815  -17.671
H  -18.275  -2.882  -13.379
C  -23.650  -3.699  -18.070
O  -23.233  -3.151  -19.313
C  -23.585  -4.032  -20.434
C  -23.221  -3.276  -21.725
N  -21.714  -2.904  -21.855
H  -21.200  -3.747  -22.069
H  -21.528  -2.309  -22.650
C  -21.084  -2.114  -20.672
C  -19.839  -1.356  -20.985
O  -20.224  -0.425  -21.974
C  -19.210  0.088  -22.822
H  -23.133  -4.645  -17.906
H  -24.730  -3.844  -18.030
H  -23.398  -3.092  -17.200
H  -24.647  -4.276  -20.430
H  -22.964  -4.923  -20.343
H  -23.739  -2.327  -21.861
H  -23.388  -3.697  -22.717
H  -21.013  -2.880  -19.900
H  -21.845  -1.403  -20.353
H  -19.014  -1.971  -21.343
H  -19.524  -0.901  -20.045
H  -19.623  0.765  -23.570
H  -18.882  -0.702  -23.498
H  -18.399  0.655  -22.365
C  -27.399  -4.282  -12.799
O  -26.000  -4.355  -13.162
C  -25.566  -3.475  -14.190
C  -24.063  -3.531  -14.246
N  -23.393  -3.399  -12.857
H  -22.407  -3.305  -13.054
H  -23.722  -2.579  -12.368
C  -23.499  -4.486  -11.791
C  -23.354  -5.942  -12.146
O  -22.280  -6.195  -13.093
C  -22.071  -7.579  -13.335
H  -28.020  -4.412  -13.686
H  -27.716  -3.395  -12.251
H  -27.509  -5.224  -12.263
H  -25.985  -2.499  -13.945
H  -26.165  -3.709  -15.070
H  -23.704  -2.595  -14.673
H  -23.623  -4.405  -14.727
H  -24.487  -4.347  -11.353
H  -22.785  -4.316  -10.985
H  -24.299  -6.224  -12.611
H  -23.083  -6.586  -11.309
H  -21.511  -7.715  -14.261
H  -22.986  -8.139  -13.528
H  -21.527  -7.998  -12.489
C  -20.182  -2.590  -8.516
O  -20.001  -1.534  -9.446
C  -20.797  -0.371  -9.126
C  -20.919  0.650  -10.258
N  -21.358  -0.125  -11.515
H  -20.583  -0.685  -11.840
H  -22.109  -0.697  -11.156
C  -21.732  0.699  -12.839
C  -20.538  1.672  -13.216
O  -19.298  1.097  -12.844
C  -18.195  2.061  -12.739
H  -19.629  -3.459  -8.872
H  -21.182  -3.024  -8.500
H  -19.908  -2.402  -7.478
H  -20.381  0.126  -8.250
H  -21.800  -0.698  -8.853
H  -19.936  1.065  -10.482
H  -21.645  1.435  -10.046
H  -22.514  1.407  -12.568
H  -21.974  -0.004  -13.636
H  -20.769  2.647  -12.787
H  -20.548  1.817  -14.297
H  -18.409  2.832  -13.479
H  -17.259  1.665  -13.132
H  -18.184  2.530  -11.756
C  -13.885  -7.169  -19.937
O  -14.522  -5.938  -19.775
C  -15.774  -5.977  -19.148
C  -16.215  -4.662  -18.510
N  -15.066  -4.055  -17.768
H  -15.429  -3.716  -16.888
H  -14.468  -4.784  -17.408
C  -14.239  -2.970  -18.516
C  -13.352  -2.343  -17.479
O  -12.333  -3.251  -17.053
C  -11.731  -2.903  -15.816
H  -14.650  -7.819  -20.360
H  -13.483  -7.449  -18.963
H  -13.124  -6.992  -20.697
H  -15.679  -6.712  -18.349
H  -16.579  -6.247  -19.831
H  -16.917  -4.862  -17.701
H  -16.739  -3.909  -19.098
H  -14.877  -2.258  -19.040
H  -13.691  -3.483  -19.307
H  -13.940  -2.016  -16.621
H  -12.986  -1.386  -17.851
H  -11.389  -1.868  -15.816
H  -10.890  -3.593  -15.760
H  -12.508  -3.154  -15.093
C  -19.806  -5.001  -17.932
O  -19.022  -5.504  -16.887
C  -19.814  -5.910  -15.814
C  -18.904  -6.623  -14.865
N  -18.086  -5.532  -14.095
H  -17.500  -5.114  -14.804
H  -18.729  -4.835  -13.747
C  -17.036  -5.934  -13.042
C  -17.674  -6.614  -11.840
O  -18.875  -5.923  -11.419
C  -19.709  -6.699  -10.583
H  -20.480  -5.810  -18.213
H  -19.263  -4.701  -18.828
H  -20.431  -4.135  -17.709
H  -20.616  -6.584  -16.117
H  -20.398  -5.164  -15.275
H  -18.201  -7.366  -15.243
H  -19.383  -7.046  -13.982
H  -16.651  -4.936  -12.833
H  -16.264  -6.473  -13.591
H  -16.947  -6.503  -11.035
H  -17.795  -7.681  -12.029
H  -19.348  -6.931  -9.581
H  -20.007  -7.602  -11.116
H  -20.635  -6.210  -10.277
C  -24.446  0.482  -14.976
O  -25.774  1.066  -15.162
C  -26.718  0.056  -15.308
C  -27.988  0.861  -15.682
N  -27.778  1.593  -17.053
H  -27.002  2.237  -16.994
H  -27.430  0.957  -17.757
C  -29.157  2.211  -17.399
C  -29.090  2.735  -18.856
O  -28.379  1.874  -19.724
C  -27.853  2.744  -20.791
H  -23.625  1.190  -15.079
H  -24.207  -0.173  -15.814
H  -24.333  -0.054  -14.033
H  -26.870  -0.505  -14.386
H  -26.415  -0.547  -16.164
H  -28.170  1.518  -14.831
H  -28.734  0.067  -15.707
H  -29.495  2.994  -16.721
H  -29.817  1.350  -17.297
H  -28.735  3.765  -18.804
H  -30.048  2.845  -19.364
H  -28.631  3.280  -21.333
H  -27.532  2.023  -21.543
H  -27.015  3.314  -20.390
C  -21.740  1.052  -18.628
O  -22.316  2.153  -18.049
C  -21.546  2.806  -17.039
C  -22.131  4.167  -16.582
N  -22.907  4.885  -17.759
H  -23.704  4.354  -18.078
H  -23.402  5.661  -17.344
C  -22.012  5.395  -18.904
C  -22.681  5.159  -20.229
O  -24.106  5.191  -20.174
C  -24.864  5.167  -21.408
H  -20.757  1.353  -18.989
H  -22.371  0.632  -19.411
H  -21.690  0.183  -17.972
H  -20.512  2.827  -17.385
H  -21.518  2.144  -16.173
H  -21.467  4.876  -16.088
H  -22.893  3.964  -15.829
H  -21.030  4.927  -18.827
H  -22.034  6.470  -18.725
H  -22.359  4.175  -20.570
H  -22.243  5.831  -20.968
H  -24.354  5.793  -22.141
H  -25.888  5.537  -21.448
H  -24.773  4.102  -21.625
C  -14.494  1.883  -15.678
O  -15.283  2.124  -16.851
C  -16.659  1.986  -16.720
C  -17.282  2.114  -18.096
N  -17.098  0.979  -19.206
H  -17.509  0.112  -18.888
H  -17.603  1.179  -20.057
C  -15.651  0.699  -19.503
C  -15.518  0.228  -20.862
O  -16.368  -0.871  -21.137
C  -15.825  -1.577  -22.270
H  -14.737  0.919  -15.231
H  -14.654  2.547  -14.828
H  -13.448  1.874  -15.983
H  -17.011  2.805  -16.094
H  -16.966  1.040  -16.273
H  -16.903  3.019  -18.569
H  -18.371  2.174  -18.073
H  -15.350  -0.053  -18.775
H  -14.958  1.530  -19.368
H  -14.466  -0.016  -21.012
H  -15.688  1.061  -21.544
H  -15.002  -2.196  -21.912
H  -15.443  -0.937  -23.065
H  -16.527  -2.183  -22.843

---

ORCA calculation (ωB97M-V/def2-TZVPD) on a single C20H25N3O2 molecule.

Summary:
SMILES ... CCCCCCN1CC(=O)N2Cc3[nH]c4ccccc4c3C[C@H]2C1=O
2S+1 ... 1
E ... -1091.9203 Eh
LUMO energy ... 0.623 eV
HOMO energy ... -7.93 eV
HOMO-LUMO gap ... 8.5544 eV

Atoms and positions in Å:
C  3.886  1.664  1.231
C  4.819  1.715  0.027
C  5.316  0.344  -0.435
C  4.203  -0.580  -0.949
C  3.729  -1.581  0.103
C  2.573  -2.457  -0.385
N  1.364  -1.691  -0.628
C  0.978  -1.310  -1.965
C  -0.499  -1.612  -2.212
O  -0.909  -2.110  -3.241
N  -1.282  -1.262  -1.176
C  -2.720  -1.487  -1.287
C  -3.439  -0.435  -0.528
N  -4.617  0.180  -0.855
C  -4.911  1.091  0.126
C  -5.993  1.950  0.254
C  -6.030  2.773  1.359
C  -5.016  2.746  2.320
C  -3.939  1.896  2.203
C  -3.874  1.052  1.095
C  -2.953  0.064  0.645
C  -1.654  -0.449  1.159
C  -0.688  -0.598  -0.023
C  0.567  -1.371  0.408
O  0.806  -1.658  1.563
H  4.361  1.143  2.059
H  2.956  1.155  0.990
H  3.642  2.672  1.558
H  5.689  2.325  0.282
H  4.308  2.208  -0.805
H  6.043  0.507  -1.234
H  5.842  -0.144  0.388
H  4.565  -1.139  -1.816
H  3.364  0.031  -1.283
H  4.558  -2.237  0.375
H  3.404  -1.064  1.004
H  2.340  -3.191  0.391
H  2.844  -2.980  -1.304
H  1.573  -1.857  -2.696
H  1.133  -0.233  -2.132
H  -2.967  -1.490  -2.353
H  -2.957  -2.482  -0.881
H  -5.177  -0.011  -1.668
H  -6.778  1.972  -0.488
H  -6.858  3.454  1.488
H  -5.085  3.407  3.171
H  -3.160  1.877  2.950
H  -1.209  0.218  1.896
H  -1.782  -1.427  1.634
H  -0.365  0.411  -0.334

---

Computed ΔE to the lowest compared entry with this formula, charge and spin, in the same sequence as the records: 1.533 1.848 5.661 6.383 0.211 eV.